[1]
Below is C10CuF14I2OS as an isolated structure, with properties calculated with wB97M-V/def2-TZVPD.

The geometry in ORCA input format:
```
! wB97M-V def2-TZVPD RIJCOSX def2/J DEFGRID3
* xyz -1 1
Cu 0.8712 -0.8780 -1.4131
F -0.3638 -1.5270 5.3954
C -0.3158 -1.7570 4.0806
C 0.5274 -1.0150 3.2746
F 1.2953 -0.0684 3.8171
C 0.5696 -1.2594 1.9145
F 1.4019 -0.5141 1.1901
C -0.2142 -2.2484 1.3112
S -0.2094 -2.5989 -0.4077
C -1.0485 -2.9785 2.1557
F -1.8292 -3.9387 1.6574
C -1.1081 -2.7412 3.5164
F -1.9241 -3.4599 4.2950
F -0.8426 3.7882 -3.2807
C -0.1904 2.6085 -3.3657
F 1.0079 2.8623 -3.8920
F -0.8598 1.8579 -4.2552
C -0.0618 1.8683 -1.9976
O 0.8382 0.8867 -2.1098
C 0.3936 2.9051 -0.9170
F -0.5707 3.7845 -0.5673
F 0.7771 2.2854 0.2023
F 1.4396 3.6222 -1.3510
C -1.4723 1.3266 -1.5895
F -2.4742 2.2154 -1.7303
F -1.8026 0.2511 -2.3138
F -1.4736 0.9432 -0.2977
I 2.5102 -2.9430 -1.1711
I 5.1288 -3.2778 -2.1509
*
```

Results
HOMO-LUMO gap: 6.9755 eV
calculated total energy: -122143.1747 eV
energy above the lowest of the compared OMol25 structures with the same formula, charge and spin: 16.9 kJ/mol
highest occupied orbital energy: -5.62 eV

Atomic partial charges in e from the Mulliken method, atoms 1 to 8: -0.17, -0.31, 0.63, -0.16, -0.30, 0.30, -0.32, 0.53

[2]
Below is C10F30Li2N5O20S10 as an isolated structure, with properties calculated with wB97M-V/def2-TZVPD.

The geometry in ORCA input format:
```
! wB97M-V def2-TZVPD RIJCOSX def2/J DEFGRID3
* xyz -3 1
Li 0.2896 0.0484 -0.6709
Li -1.0827 -0.9569 -5.3091
C -2.8673 1.6470 -2.4883
F -3.3408 2.7537 -3.0447
F -3.7570 0.6845 -2.3347
F -1.9739 1.0710 -3.2369
S -1.8907 2.2616 -0.8745
O -0.7181 3.0761 -1.2365
O -2.8308 3.1240 -0.2163
N -1.3865 0.7465 -0.0908
S -2.4666 0.7304 1.1071
O -2.2879 1.5758 2.2705
O -3.7857 0.6578 0.5530
C -2.2313 -1.0543 1.7251
F -0.9237 -1.3455 1.6262
F -2.5078 -1.2418 3.0164
F -2.8578 -2.0414 1.0180
C 1.7767 -3.9844 2.9926
F 1.1422 -3.9335 1.8662
F 2.7790 -4.8346 2.9850
F 2.3979 -2.7998 3.2255
S 0.5510 -4.4545 4.4755
O -0.7781 -4.3851 3.8527
O 1.0034 -5.7785 4.9348
N 0.9595 -3.3375 5.6972
S -0.1070 -3.8371 6.6981
O -1.4302 -3.5587 6.3153
O 0.1615 -5.1279 7.3278
C 0.1327 -2.5470 8.1691
F -0.0786 -1.3513 7.6461
F -0.8168 -2.7854 9.1479
F 1.4004 -2.5101 8.6706
C -0.8867 -2.7595 -2.1399
F -2.2004 -3.0840 -2.0146
F -0.8213 -1.4420 -2.3535
F -0.1796 -3.0787 -1.0962
S -0.2382 -3.7786 -3.6294
O 1.2334 -3.7685 -3.6046
O -0.8778 -5.0835 -3.5243
N -1.0440 -2.8286 -5.0064
S -1.2438 -3.7787 -6.2213
O -1.1563 -2.9055 -7.4029
O -0.3758 -4.9534 -6.2895
C -3.1275 -4.3764 -6.0851
F -3.9339 -3.4944 -6.6704
F -3.2554 -5.5477 -6.7770
F -3.3986 -4.4903 -4.7992
C 2.4343 1.9724 -3.7078
F 2.7690 2.3147 -2.5043
F 1.4854 2.9093 -4.1045
F 3.4161 2.0719 -4.6050
S 1.7711 0.1185 -3.7012
O 0.4805 0.0995 -4.3889
O 2.7841 -0.6648 -4.3791
N 1.7439 -0.1455 -1.9165
S 3.1951 -0.7428 -1.6485
O 3.2331 -2.1867 -1.7782
O 4.2177 0.0700 -2.2473
C 3.1404 -0.3288 0.1851
F 2.1745 -0.9218 0.8008
F 4.3055 -0.7133 0.8024
F 3.0482 1.0192 0.3457
C 1.9515 3.9446 1.4342
F 2.2687 2.9294 2.2461
F 3.0597 4.5309 0.9056
F 1.3215 3.3541 0.3978
S 0.8327 5.0947 2.3544
O -0.3580 4.2423 2.5723
O 1.6849 5.5084 3.5440
N 0.4930 6.2414 1.1953
S 0.2804 7.4741 2.0825
O -0.7082 7.3840 3.1054
O 1.4104 8.2800 2.4167
C -0.6736 8.5941 0.7914
F -1.2042 9.6987 1.4355
F 0.1218 8.8883 -0.1780
F -1.6481 7.8218 0.3401
*
```

Results
HOMO-LUMO gap: 7.4268 eV
calculated total energy: -249053.4007 eV
energy above the lowest of the compared OMol25 structures with the same formula, charge and spin: 643.0 kJ/mol
highest occupied orbital energy: -3.52 eV

Atomic partial charges in e from the Mulliken method, atoms 1 to 8: 1.24, 0.89, 0.65, -0.19, -0.19, -0.21, 0.47, -0.50

[3]
Below is C10H10BClCoF4 as an isolated structure, with properties calculated with wB97M-V/def2-TZVPD.

The geometry in ORCA input format:
```
! wB97M-V def2-TZVPD RIJCOSX def2/J DEFGRID3
* xyz -1 5
C -0.2122 1.2100 2.1256
C -0.2563 2.0677 0.9825
C 0.9707 1.8943 0.2469
H -1.0743 2.7373 0.7518
C 1.7604 0.9186 0.9477
C 1.0373 0.5188 2.1067
H 1.3786 -0.1774 2.8642
H -0.9845 1.1098 2.8773
H 1.2300 2.4084 -0.6651
H 2.7498 0.5706 0.6659
Co -0.0001 0.2388 0.4137
Cl -1.2390 -0.5453 -1.2000
C -0.7648 1.2487 -5.1264
C 0.6322 1.5509 -5.1862
C 0.8085 2.9091 -4.7739
H 1.4181 0.8753 -5.5174
C -0.4798 3.4478 -4.4640
C -1.4522 2.4220 -4.6828
H -2.5286 2.5238 -4.5627
H -1.2269 0.3018 -5.3964
H 1.7531 3.4478 -4.7333
H -0.6869 4.4684 -4.1486
F 0.1882 -2.1883 1.2975
B -0.0855 -2.7531 2.6229
F -1.0092 -3.8093 2.5333
F 1.1471 -3.1934 3.1698
F -0.6107 -1.6835 3.4219
*
```

Results
HOMO-LUMO gap (spin up / spin down): 8.0986 / 6.2513 eV
calculated total energy: -72233.1788 eV
<S²>: 6.038
energy above the lowest of the compared OMol25 structures with the same formula, charge and spin: 0.0 kJ/mol
highest occupied orbital energy (spin up / spin down): -5.22 / -6.11 eV

Atomic partial charges in e from the Mulliken method, atoms 1 to 8: -0.44, -0.44, -0.54, 0.44, -0.51, -0.13, 0.41, 0.44